No. 1
C44H100O27S2 as an isolated structure at a distorted geometry. Source: the OMol25 dataset; level of theory: wB97M-V/def2-TZVPD.

Structure (XYZ):
```
173
C44H100O27S2 | the OMol25 dataset | wB97M-V/def2-TZVPD
C 4.596 23.181 14.904
C 4.847 21.970 13.970
C 3.586 22.119 13.052
O 3.397 23.495 12.889
C 3.975 24.229 14.020
H 5.424 23.569 15.496
H 3.843 22.911 15.653
H 4.823 21.032 14.493
H 5.701 21.924 13.337
H 2.737 21.579 13.494
H 3.755 21.676 12.064
H 3.150 24.718 14.530
H 4.546 25.014 13.535
C -1.036 29.273 11.992
O -0.168 30.323 12.459
C 0.850 29.863 13.339
C 1.928 29.050 12.623
O 1.473 27.717 12.445
C 2.467 26.824 12.109
C 2.478 26.490 10.632
O 2.780 27.678 9.954
C 2.603 27.623 8.592
H -0.588 28.766 11.142
H -1.967 29.652 11.598
H -1.292 28.507 12.735
H 0.347 29.405 14.186
H 1.323 30.776 13.784
H 2.877 29.014 13.190
H 2.126 29.534 11.670
H 2.403 25.927 12.735
H 3.386 27.277 12.434
H 1.466 26.141 10.424
H 3.193 25.662 10.485
H 1.604 27.394 8.219
H 3.328 27.017 8.105
H 2.829 28.613 8.253
C 8.530 23.393 12.599
O 8.892 24.527 11.886
C 9.268 24.382 10.546
C 8.158 24.162 9.558
O 7.202 25.197 9.635
C 6.133 24.974 10.532
C 5.135 23.928 10.094
O 4.566 24.295 8.854
C 3.596 23.445 8.323
H 8.322 23.651 13.664
H 9.401 22.685 12.519
H 7.667 22.954 12.100
H 10.006 23.582 10.461
H 9.721 25.325 10.273
H 7.637 23.170 9.538
H 8.574 24.189 8.541
H 5.609 25.920 10.675
H 6.514 24.749 11.501
H 4.366 23.862 10.878
H 5.550 22.916 10.098
H 3.393 23.709 7.265
H 2.705 23.563 8.927
H 3.846 22.390 8.369
C 4.348 16.173 17.925
O 3.729 17.076 17.027
C 4.119 18.406 17.033
C 5.324 18.645 16.115
O 4.844 18.651 14.729
C 5.383 17.680 13.855
C 6.664 18.226 13.277
O 7.654 18.283 14.227
C 8.832 18.877 13.721
H 4.365 15.222 17.368
H 3.796 16.143 18.872
H 5.394 16.434 18.083
H 4.419 18.831 17.988
H 3.304 19.029 16.719
H 6.058 17.823 16.287
H 5.765 19.626 16.271
H 4.714 17.537 12.982
H 5.481 16.705 14.373
H 6.441 19.208 12.894
H 6.949 17.521 12.486
H 9.442 18.197 13.106
H 9.528 19.184 14.510
H 8.616 19.779 13.117
C 2.325 24.830 17.535
O 1.463 24.961 16.411
C 0.176 25.328 16.843
C -0.893 25.512 15.800
O -1.460 24.378 15.252
C -0.608 23.563 14.417
C -0.100 24.131 13.107
O -1.090 24.385 12.160
C -1.565 25.703 12.155
H 3.241 24.365 17.176
H 1.731 24.158 18.133
H 2.508 25.777 18.021
H 0.274 26.282 17.356
H -0.161 24.667 17.647
H -0.429 26.112 15.008
H -1.662 26.021 16.298
H -1.069 22.604 14.291
H 0.257 23.232 14.962
H 0.605 23.406 12.706
H 0.435 25.017 13.378
H -0.759 26.465 12.078
H -2.186 25.862 13.018
H -2.243 25.651 11.315
C 5.616 17.227 9.074
O 4.628 17.583 10.016
C 4.075 18.929 9.885
C 2.827 19.164 10.687
O 2.348 20.420 10.322
C 1.051 20.540 10.878
C 0.312 21.812 10.501
O -0.293 21.926 9.176
C -0.770 23.248 8.966
H 5.796 16.154 9.299
H 6.540 17.781 9.316
H 5.345 17.374 8.039
H 3.924 19.130 8.850
H 4.836 19.645 10.240
H 3.030 19.138 11.763
H 2.085 18.384 10.508
H 1.090 20.462 12.020
H 0.492 19.665 10.493
H 1.023 22.661 10.703
H -0.528 21.935 11.208
H -1.174 23.325 7.967
H -0.035 24.063 8.975
H -1.596 23.444 9.666
C 14.705 25.720 18.435
O 13.960 24.531 18.364
C 12.666 24.746 18.835
C 11.773 23.575 18.582
O 11.440 23.583 17.177
C 10.854 22.326 16.804
C 9.784 22.371 15.744
O 8.531 23.048 16.025
C 7.642 22.208 16.724
H 14.640 26.315 19.371
H 14.352 26.401 17.604
H 15.772 25.503 18.219
H 12.189 25.553 18.248
H 12.663 24.915 19.928
H 10.918 23.664 19.271
H 12.284 22.616 18.702
H 10.316 21.989 17.709
H 11.596 21.593 16.434
H 9.631 21.332 15.394
H 10.122 22.943 14.869
H 6.706 22.787 16.781
H 7.898 22.027 17.817
H 7.454 21.230 16.264
C 4.945 23.895 19.981
C 4.005 23.035 20.906
O 3.949 21.701 20.418
S 4.480 21.722 18.861
O 3.306 21.446 18.082
O 5.754 21.075 18.888
O 4.799 23.274 18.662
H 6.009 23.976 20.286
H 4.647 24.922 19.982
H 3.015 23.448 20.884
H 4.342 23.014 21.935
C 5.582 29.783 16.263
C 6.894 28.956 16.316
O 6.503 27.615 16.271
S 5.032 27.506 15.772
O 4.498 26.433 16.492
O 5.023 27.619 14.381
O 4.492 28.870 16.330
H 5.489 30.226 15.305
H 5.584 30.462 17.130
H 7.335 29.147 17.272
H 7.445 29.198 15.411
```

orbital gap	8.81	eV
HOMO energy	-8.9253	eV

These are the Mulliken partial charges, in e, on atoms 1 to 6: C 0.3809; C 0.8408; C 0.0698; O -0.1336; C -0.0437; H 0.2404

---

No. 2
C20H17N5O4Pd as an isolated structure. Source: the OMol25 dataset; level of theory: wB97M-V/def2-TZVPD.

Structure (XYZ):
```
47
C20H17N5O4Pd | the OMol25 dataset | wB97M-V/def2-TZVPD
Pd 0.290 0.264 -0.048
O -3.380 -1.942 -0.396
C -2.594 -1.107 -0.063
N -1.468 -1.277 0.760
C -1.563 -1.477 2.016
C -2.711 -1.931 2.774
C -2.478 -2.420 4.001
C -1.147 -2.450 4.603
C -0.064 -1.918 4.015
C -0.275 -1.235 2.757
N 0.468 -0.357 2.190
C 1.807 -0.130 2.580
O 2.177 0.195 3.668
C 2.732 -0.371 1.419
C 4.074 -0.595 1.640
C 4.868 -0.965 0.562
C 4.283 -1.110 -0.685
C 2.933 -0.839 -0.836
N 2.176 -0.466 0.195
C -2.672 0.333 -0.492
C -3.885 0.855 -0.892
C -3.977 2.218 -1.131
C -2.853 3.008 -0.959
C -1.659 2.412 -0.590
N -1.570 1.097 -0.366
H -3.685 -1.986 2.309
H -3.296 -2.846 4.568
H -1.048 -2.899 5.583
H 0.898 -1.887 4.505
H 4.463 -0.493 2.643
H 5.924 -1.154 0.701
H 4.859 -1.429 -1.541
H 2.429 -0.928 -1.789
H -4.732 0.191 -0.989
H -4.920 2.658 -1.428
H -2.891 4.078 -1.106
H -0.749 2.981 -0.473
N 0.860 1.203 -5.084
C 1.164 1.988 -3.844
C 0.780 1.084 -2.670
O 0.966 1.573 -1.508
O 0.329 -0.035 -2.936
H 0.181 1.655 -5.694
H 0.464 0.310 -4.693
H 1.689 0.993 -5.638
H 0.584 2.907 -3.829
H 2.220 2.244 -3.808
```

energy above the lowest of the compared OMol25 structures with the same formula, charge and spin	0.418	eV
orbital gap	7.66	eV
net charge	+2
HOMO energy	-14.8476	eV

These are the Mulliken partial charges, in e, on atoms 1 to 6: Pd 0.3629; O -0.4890; C 0.0930; N -0.0465; C 1.0588; C -0.8866